(1)
{"formula": "C18H24N2O4", "method": "ωB97M-V/def2-TZVPD", "species": ["O", "O", "O", "O", "N", "N", "C", "C", "C", "C", "C", "C", "C", "C", "C", "C", "C", "C", "C", "C", "C", "C", "C", "C", "H", "H", "H", "H", "H", "H", "H", "H", "H", "H", "H", "H", "H", "H", "H", "H", "H", "H", "H", "H", "H", "H", "H", "H"], "positions_angstrom": [[1.8075, -0.9247, -0.9233], [-3.9968, -0.6685, -1.7734], [-0.9664, 0.6091, 0.5299], [-0.3744, -2.9887, -0.3114], [0.5552, -0.3277, -0.8248], [-2.3793, -2.0278, -0.9032], [-3.2652, -2.9212, -0.1800], [-2.9520, -2.9336, 1.2944], [-2.9170, -4.1328, 1.9915], [3.1852, 4.1553, -2.0988], [2.7167, 3.8764, -0.6704], [-0.4310, -0.9791, -1.6779], [-1.0245, -2.1466, -0.8818], [1.6757, 2.2345, 0.9394], [-2.3711, -2.9622, 4.0120], [4.4466, 3.3874, -2.4767], [0.1967, 0.3295, 0.3221], [1.3274, 0.7653, 1.2175], [2.2409, 2.4402, -0.4636], [-2.6955, -1.7461, 1.9682], [-2.6325, -4.1468, 3.3456], [-2.8375, -0.9207, -1.6037], [-2.4013, -1.7637, 3.3198], [-1.6347, -0.1468, -2.1017], [0.9814, 0.6670, 2.2476], [5.2439, 3.5929, -1.7656], [2.3837, 3.9013, -2.7962], [3.0702, 1.7486, -0.6165], [-1.6425, 0.8340, -1.6271], [4.2627, 2.3164, -2.4896], [2.2086, 0.1438, 1.0649], [0.1287, -1.3568, -2.5397], [-2.1414, -2.9737, 5.0673], [3.5330, 4.0908, 0.0236], [-3.1105, -5.0604, 1.4722], [-2.1954, -0.8351, 3.8311], [0.7784, 2.8427, 1.0710], [-2.7078, -0.8053, 1.4376], [4.7863, 3.6843, -3.4665], [-4.2808, -2.5535, -0.3614], [2.4130, 2.5581, 1.6774], [3.3810, 5.2257, -2.1973], [-1.6998, -0.0051, -3.1802], [-3.1675, -3.9292, -0.5942], [1.7412, -1.8247, -0.5498], [1.8947, 4.5563, -0.4322], [-2.6074, -5.0858, 3.8788], [1.4736, 2.2069, -1.2047]], "nbo_charge": [-0.546, -0.557, -0.636, -0.592, -0.154, -0.468, -0.265, 0.057, -0.221, -0.387, -0.387, -0.159, 0.705, -0.373, -0.219, -0.608, 0.683, -0.498, -0.406, -0.249, -0.208, 0.724, -0.190, -0.521, 0.236, 0.200, 0.192, 0.202, 0.283, 0.202, 0.230, 0.250, 0.212, 0.192, 0.206, 0.213, 0.209, 0.234, 0.209, 0.251, 0.206, 0.199, 0.244, 0.215, 0.483, 0.199, 0.212, 0.197], "lumo_ev": 0.672, "orbital_gap_ev": 9.78, "total_charge": 0, "spin_multiplicity": 1, "relative_energy_kcal_mol": 39.7, "homo_ev": -9.1130}

(2)
{"formula": "C18H24N2O4", "method": "ωB97M-V/def2-TZVPD", "species": ["O", "O", "O", "O", "N", "N", "C", "C", "C", "C", "C", "C", "C", "C", "C", "C", "C", "C", "C", "C", "C", "C", "C", "C", "H", "H", "H", "H", "H", "H", "H", "H", "H", "H", "H", "H", "H", "H", "H", "H", "H", "H", "H", "H", "H", "H", "H", "H"], "positions_angstrom": [[-4.4421, -3.2105, 1.0280], [0.5568, -1.1464, -2.0900], [-1.4119, 3.4603, 3.1439], [1.3640, -1.4623, -0.0198], [-3.2219, -2.2611, -0.6268], [-2.2785, -2.6649, 1.4382], [-0.2009, 1.5384, 2.5907], [0.4223, -1.4449, -0.7852], [2.1541, 0.6935, -2.2001], [-2.0037, -1.8013, -2.6718], [-2.5749, 1.5149, 2.2357], [-0.9449, -1.7494, -0.3724], [-0.1148, 0.2468, 2.1204], [4.6555, -0.2509, -0.5850], [4.4993, 1.1083, -1.2558], [-2.6257, 4.1633, 3.2465], [-1.4348, 2.1883, 2.6572], [-2.0123, -1.9250, -1.1840], [1.8690, -0.7752, -2.5123], [-3.3867, -2.7346, 0.6727], [-1.2532, -0.4309, 1.6943], [-2.4751, 0.2193, 1.7554], [3.6066, 1.0853, -2.4984], [-1.1303, -1.8374, 1.1322], [0.6766, 2.0711, 2.9214], [4.0848, 1.8181, -0.5364], [3.7054, -0.6110, -0.2000], [2.5982, -1.4209, -2.0163], [-3.3273, 3.6594, 3.9192], [5.0507, -0.9806, -1.2894], [4.0263, 0.3960, -3.2346], [-3.3758, -0.2848, 1.4360], [-1.7741, -0.7781, -2.9608], [-0.2386, -2.3087, 1.5625], [5.4857, 1.4769, -1.5498], [1.9342, 0.8718, -1.1460], [-2.9691, -2.0815, -3.0876], [-4.0198, -2.4031, -1.2299], [-3.0960, 4.3003, 2.2672], [1.8861, -0.9562, -3.5894], [-2.3981, -2.9435, 2.4003], [5.3492, -0.1757, 0.2497], [0.8443, -0.2445, 2.0660], [3.6214, 2.0831, -2.9415], [1.4664, 1.3048, -2.7882], [-3.5460, 1.9825, 2.2739], [-1.2325, -2.4362, -3.1006], [-2.3682, 5.1371, 3.6603]], "nbo_charge": [-0.633, -0.519, -0.492, -0.637, -0.627, -0.612, -0.252, 0.789, -0.432, -0.650, -0.323, -0.250, -0.183, -0.623, -0.386, -0.252, 0.301, 0.307, -0.071, 0.783, -0.089, -0.135, -0.396, -0.059, 0.223, 0.194, 0.226, 0.202, 0.176, 0.195, 0.192, 0.204, 0.247, 0.236, 0.198, 0.216, 0.207, 0.419, 0.175, 0.188, 0.416, 0.209, 0.233, 0.209, 0.206, 0.218, 0.250, 0.200], "lumo_ev": 0.672, "orbital_gap_ev": 8.97, "total_charge": 0, "spin_multiplicity": 1, "relative_energy_kcal_mol": 20.4, "homo_ev": -8.3019}

(3)
{"formula": "C18H24N2O4S", "method": "ωB97M-V/def2-TZVPD", "species": ["S", "O", "O", "O", "O", "N", "N", "C", "C", "C", "C", "C", "C", "C", "C", "C", "C", "C", "C", "C", "C", "C", "C", "C", "C", "H", "H", "H", "H", "H", "H", "H", "H", "H", "H", "H", "H", "H", "H", "H", "H", "H", "H", "H", "H", "H", "H", "H", "H"], "positions_angstrom": [[3.5387, -1.5541, 0.6470], [6.4694, -0.8501, -0.1926], [-3.8799, 1.6407, 0.3298], [3.6686, 2.2759, -0.2439], [-5.1599, -1.7114, -0.5419], [-2.8656, 0.1464, 1.6895], [1.9805, 0.8175, 0.2170], [-3.8888, -2.0767, 1.4264], [-0.2308, 3.7835, 0.1542], [-3.8759, -2.0818, -0.0997], [-4.5291, -0.1877, -2.3773], [5.5191, 0.1137, -0.2814], [-1.5249, 1.8114, 0.6002], [3.2873, 1.1451, -0.0088], [6.1832, -2.0529, 0.4813], [4.2188, -0.0027, 0.0682], [0.9278, 3.0297, 0.0956], [-2.8685, 1.2026, 0.8422], [-0.3678, 1.0484, 0.5298], [-4.0362, -0.6512, 1.9659], [-1.4535, 3.1860, 0.3954], [6.1171, 1.3539, -0.8662], [-5.2667, -1.4471, -1.9229], [4.8546, -2.6448, 0.0457], [0.8638, 1.6500, 0.2749], [-4.9146, 0.1310, -3.3416], [-3.4602, -0.3636, -2.4799], [7.1239, 1.1197, -1.2026], [-4.2155, -0.6760, 3.0458], [4.6857, -3.6223, 0.4912], [-2.9677, -2.5291, 1.8009], [-4.6813, 0.6086, -1.6520], [-4.7360, -2.6707, 1.7677], [-2.3643, 3.7630, 0.4303], [-0.4086, -0.0279, 0.6413], [7.0108, -2.7235, 0.2330], [1.7785, -0.1631, 0.3647], [-4.9226, -2.3201, -2.5010], [-0.1738, 4.8510, 0.0046], [-1.9975, -0.1456, 2.1090], [-3.1170, -1.3757, -0.4625], [1.8792, 3.4954, -0.0970], [-4.8771, -0.1642, 1.4684], [-6.3404, -1.3235, -2.0855], [5.5172, 1.7269, -1.6915], [-3.6200, -3.0853, -0.4805], [6.1735, -1.8832, 1.5662], [6.1535, 2.1415, -0.1167], [4.7928, -2.7075, -1.0411]], "nbo_charge": [0.205, -0.482, -0.625, -0.620, -0.546, -0.613, -0.602, -0.417, -0.190, -0.065, -0.656, 0.411, -0.132, 0.657, -0.079, -0.402, -0.229, 0.666, -0.202, -0.234, -0.188, -0.659, -0.054, -0.550, 0.147, 0.212, 0.197, 0.223, 0.194, 0.242, 0.195, 0.246, 0.219, 0.232, 0.196, 0.202, 0.403, 0.153, 0.217, 0.392, 0.166, 0.257, 0.249, 0.186, 0.245, 0.166, 0.189, 0.249, 0.228], "lumo_ev": 0.280, "orbital_gap_ev": 8.61, "total_charge": 0, "spin_multiplicity": 1, "relative_energy_kcal_mol": 33.9, "homo_ev": -8.3268}

(4)
{"formula": "C18H24N2O5S", "method": "ωB97M-V/def2-TZVPD", "species": ["S", "O", "O", "O", "O", "O", "N", "N", "C", "C", "C", "C", "C", "C", "C", "C", "C", "C", "C", "C", "C", "C", "C", "C", "C", "C", "H", "H", "H", "H", "H", "H", "H", "H", "H", "H", "H", "H", "H", "H", "H", "H", "H", "H", "H", "H", "H", "H", "H", "H"], "positions_angstrom": [[0.7481, -4.7094, 3.3711], [3.3204, 1.9804, -1.9132], [-0.7487, 0.8436, -3.2456], [-2.6361, 2.8254, -3.7257], [0.1061, -1.5816, 2.2734], [-1.2181, -1.5021, 0.4330], [2.7448, 1.4368, 0.1974], [1.5293, 0.7169, -1.6534], [-2.0700, 2.6562, -2.4937], [2.4502, 0.3143, 2.4000], [0.0297, -1.0492, 0.8828], [-1.6218, 0.5476, -4.4297], [-2.1107, 2.8397, -0.2819], [2.6251, 1.4398, -1.1197], [-1.0951, 2.1497, 0.1706], [2.5058, -2.8235, 4.3305], [0.8150, -0.1991, 0.2940], [-0.4987, -3.7186, 2.5268], [0.3172, 0.2470, -0.8366], [-0.7813, 1.3308, -1.0518], [-3.7052, 3.7795, -3.8351], [-1.4150, 1.5168, -2.3856], [-2.6507, 3.3425, -1.4073], [1.8758, 0.5200, 1.0877], [-0.7753, -2.4043, 2.8499], [2.1215, -3.7650, 3.0783], [3.4829, 1.7392, 0.7024], [2.7453, -0.6022, 2.3516], [-2.6686, 0.1729, -4.1056], [1.9100, -1.9299, 4.2993], [-0.8194, -2.2847, 4.0251], [-0.5524, 2.0987, 1.0069], [1.5068, 0.6910, -2.7930], [-1.2379, -0.4462, -4.9826], [1.9415, -3.3054, 2.1067], [-3.3942, 4.0558, -1.3893], [2.5274, -3.5182, 5.3851], [-1.6807, 1.1929, -5.2347], [3.4598, -2.5828, 4.0359], [-1.4155, -4.1939, 2.7094], [-0.0751, -0.5881, -1.2725], [-2.4051, 3.5854, 0.8954], [-3.3930, 4.6763, -3.7400], [-4.2607, 3.7278, -4.8966], [2.9117, -4.6374, 3.0398], [-0.2215, -3.9020, 1.3549], [-1.7707, -1.9487, 2.5652], [1.4693, 0.2182, 3.0728], [-4.7293, 3.6983, -3.0532], [3.1333, 1.1329, 2.5850]], "nbo_charge": [0.250, -0.610, -0.491, -0.513, -0.572, -0.669, -0.607, -0.658, 0.268, -0.693, 0.754, -0.268, -0.074, 0.767, -0.263, -0.605, -0.316, -0.572, -0.104, 0.083, -0.222, 0.194, -0.334, 0.451, -0.098, -0.602, 0.403, 0.255, 0.200, 0.207, 0.189, 0.217, 0.450, 0.185, 0.228, 0.244, 0.222, 0.199, 0.192, 0.240, 0.262, 0.108, 0.154, 0.201, 0.221, 0.226, 0.221, 0.283, 0.165, 0.233], "lumo_ev": -1.147, "orbital_gap_ev": 7.04, "total_charge": 0, "spin_multiplicity": 1, "relative_energy_kcal_mol": 359.3, "homo_ev": -8.1855}

(5)
{"formula": "C18H24N2O6", "method": "ωB97M-V/def2-TZVPD", "species": ["O", "O", "O", "O", "O", "O", "N", "N", "C", "C", "C", "C", "C", "C", "C", "C", "C", "C", "C", "C", "C", "C", "C", "C", "C", "C", "H", "H", "H", "H", "H", "H", "H", "H", "H", "H", "H", "H", "H", "H", "H", "H", "H", "H", "H", "H", "H", "H", "H", "H"], "positions_angstrom": [[3.5881, 2.4534, -0.7682], [-2.5907, -1.2596, 3.0558], [-3.0801, -3.1752, -1.0450], [-2.0447, -0.3588, -0.7372], [4.1681, 0.4626, -1.6268], [-4.6506, -0.8662, -1.5320], [-3.1775, -2.0993, 1.0078], [-1.4641, -3.4120, 0.5701], [-0.3633, 1.3680, -0.3813], [-2.6075, -2.9375, 0.0390], [4.9398, 2.8958, -0.8733], [-4.3934, -0.3246, -0.2748], [-2.3780, -1.9681, 2.1046], [4.3080, 4.9989, -2.1130], [0.9653, 1.7308, -0.4967], [-1.1883, -2.9080, 1.8966], [0.1484, -0.7562, -1.4047], [1.8937, 0.8599, -1.0565], [1.4681, -0.3885, -1.5143], [-4.4261, -1.3900, 0.8423], [-0.7825, 0.1176, -0.8298], [-1.2373, -4.0250, 2.9434], [3.3250, 1.2097, -1.1883], [4.9592, 4.4184, -0.8635], [-3.0737, 0.4758, -0.2446], [0.1327, -2.1438, 1.9669], [0.1894, -1.4015, 1.1740], [5.3729, 2.4971, -1.7974], [3.2794, 4.6562, -2.1931], [-0.2041, -1.7118, -1.7600], [4.4296, 4.7678, 0.0243], [-0.8449, -4.0231, 0.0669], [0.9710, -2.8288, 1.8650], [1.2890, 2.6979, -0.1461], [-2.8633, 0.7937, 0.7851], [5.9975, 4.7463, -0.7946], [2.1960, -1.0523, -1.9548], [-5.2102, 0.3831, -0.0834], [0.2011, -1.6380, 2.9262], [5.5057, 2.4903, -0.0262], [-0.3916, -4.6966, 2.8158], [-2.1586, -4.5952, 2.8470], [4.8467, 4.6851, -3.0044], [-4.0659, -1.6353, -1.6659], [-4.6346, -0.9193, 1.8060], [-3.1756, 1.3584, -0.8876], [-1.0637, 2.0599, 0.0587], [-1.1987, -3.5885, 3.9376], [-5.2156, -2.1088, 0.6027], [4.3097, 6.0852, -2.0726]], "nbo_charge": [-0.519, -0.591, -0.644, -0.531, -0.603, -0.722, -0.482, -0.623, -0.340, 0.825, -0.071, 0.080, 0.703, -0.608, -0.129, 0.034, -0.300, -0.210, -0.133, -0.254, 0.413, -0.605, 0.792, -0.413, -0.099, -0.608, 0.228, 0.199, 0.211, 0.229, 0.204, 0.420, 0.212, 0.231, 0.186, 0.208, 0.238, 0.190, 0.233, 0.186, 0.213, 0.219, 0.203, 0.501, 0.241, 0.194, 0.225, 0.231, 0.228, 0.211], "lumo_ev": 0.630, "orbital_gap_ev": 9.54, "total_charge": 0, "spin_multiplicity": 1, "relative_energy_kcal_mol": 0.0, "homo_ev": -8.9089}